# C28H54ClN3O10PtS3SbSi

C28H54ClN3O10PtS3SbSi as an isolated structure at a distorted geometry (ωB97M-V with the def2-TZVPD basis set, the OMol25 dataset).

Last column: Löwdin charge in e.
Geometry (Å):
Pt  1.0185  0.1084  0.5578  0.725
S  3.0095  1.0706  1.1595  0.687
C  2.7973  2.3273  0.0000  -1.022
S  1.3237  1.9088  -0.7664  0.665
C  3.5732  3.4183  -0.2499  -0.343
C  3.1632  4.3522  -1.2509  -0.233
N  2.7846  5.0834  -2.0555  0.162
C  4.7773  3.6336  0.4857  -0.227
N  5.7396  3.7938  1.0962  0.154
O  -0.7349  -0.9686  0.4724  -0.244
N  -1.5301  -0.8270  -0.5719  -0.527
O  -2.5589  -1.4746  -0.5478  0.044
O  -1.1384  -0.1758  -1.5296  -0.046
C  3.6982  -2.4252  2.2181  -0.033
C  4.4651  -3.0665  1.0688  -0.641
C  5.2737  -4.2530  1.5699  -0.030
C  5.3685  -2.0475  0.3856  -0.033
O  3.5675  -3.5987  0.0854  -0.134
Si  2.0821  -3.1442  -0.4293  -0.057
S  2.0642  -1.1079  -1.0855  0.424
O  0.9504  -3.2926  0.7096  -0.153
C  0.2543  -4.4028  1.2927  -0.624
C  -0.9273  -4.7390  0.3926  -0.011
C  -0.2197  -3.9198  2.6538  -0.021
C  1.1945  -5.5945  1.4241  -0.023
O  1.7734  -4.1338  -1.6835  -0.134
C  1.9499  -4.0976  -3.0988  -0.655
C  0.8137  -3.2947  -3.7183  -0.028
C  3.3081  -3.4911  -3.4339  -0.035
C  1.8912  -5.5485  -3.5567  -0.032
H  4.3906  -2.0320  2.9642  0.100
H  3.0374  -3.1468  2.6998  0.082
H  3.0855  -1.5967  1.8661  0.012
H  5.9970  -3.9320  2.3212  0.087
H  5.8088  -4.7176  0.7411  0.086
H  4.6124  -4.9978  2.0147  0.079
H  6.1408  -1.6971  1.0725  0.090
H  4.7873  -1.1902  0.0434  0.039
H  5.8505  -2.5064  -0.4796  0.089
H  -1.5883  -3.8768  0.3056  0.080
H  -1.4950  -5.5738  0.8092  0.088
H  -0.5715  -5.0165  -0.6007  0.080
H  -0.8159  -3.0153  2.5355  0.081
H  0.6330  -3.6884  3.2940  0.081
H  -0.8247  -4.6880  3.1390  0.089
H  1.5502  -5.9160  0.4430  0.085
H  0.6737  -6.4297  1.8960  0.089
H  2.0583  -5.3339  2.0381  0.075
H  0.8304  -2.2628  -3.3680  0.053
H  -0.1460  -3.7343  -3.4435  0.091
H  0.9010  -3.2991  -4.8066  0.088
H  3.3492  -2.4410  -3.1385  0.054
H  3.4964  -3.5484  -4.5074  0.088
H  4.0965  -4.0307  -2.9073  0.090
H  0.9395  -5.9916  -3.2615  0.085
H  2.6981  -6.1201  -3.0962  0.087
H  1.9868  -5.6128  -4.6417  0.084
O  0.8293  -0.8422  2.9496  -0.381
Cl  0.1094  0.3509  3.3701  0.703
O  -1.2334  0.0633  3.7480  -0.277
O  0.8134  1.0683  4.3798  -0.279
O  0.0775  1.2164  2.1193  -0.562
C  -4.7665  1.1820  -0.2217  -0.135
C  -4.2846  2.2688  0.7427  -0.704
C  -4.0131  1.6014  2.0952  -0.139
C  -5.3890  3.3073  0.9203  -0.116
Sb  -2.2948  2.9055  0.0208  1.611
C  -1.8441  4.7483  1.1677  -0.706
C  -0.7491  5.5356  0.4453  -0.134
C  -2.9989  5.6872  1.4878  -0.120
C  -1.2370  4.2382  2.4808  -0.145
C  -2.7179  3.5671  -2.0450  -0.711
C  -2.7309  2.2728  -2.8691  -0.145
C  -4.0238  4.3234  -2.2529  -0.123
C  -1.5597  4.4176  -2.5711  -0.134
H  -5.6276  0.6676  0.2221  0.085
H  -4.0008  0.4245  -0.4207  0.051
H  -5.0941  1.5968  -1.1753  0.059
H  -4.9466  1.1790  2.4876  0.085
H  -3.6392  2.3083  2.8370  0.061
H  -3.2881  0.7897  2.0162  0.064
H  -6.3397  2.7842  1.0868  0.081
H  -5.5180  3.9547  0.0560  0.055
H  -5.2169  3.9383  1.7878  0.055
H  -1.1432  6.1318  -0.3749  0.060
H  0.0423  4.8953  0.0501  0.056
H  -0.2840  6.2290  1.1562  0.084
H  -3.5717  5.9716  0.6030  0.066
H  -2.5988  6.6061  1.9353  0.081
H  -3.6847  5.2508  2.2101  0.058
H  -0.3389  3.6459  2.3083  0.056
H  -1.9289  3.6183  3.0531  0.061
H  -0.9623  5.0940  3.1099  0.085
H  -3.4996  1.5694  -2.5527  0.055
H  -1.7743  1.7483  -2.8074  0.056
H  -2.9133  2.5192  -3.9222  0.083
H  -4.8921  3.7097  -2.0178  0.056
H  -4.1099  4.6219  -3.3061  0.081
H  -4.0750  5.2315  -1.6486  0.066
H  -0.5822  4.0008  -2.3188  0.055
H  -1.5933  5.4408  -2.2045  0.058
H  -1.6201  4.4625  -3.6652  0.083

Forces on the atoms, in the same order (eV/Å):
Pt 0.531 -0.479 0.854
S 0.220 0.138 -0.004
C -0.097 -0.203 0.152
S -0.427 0.152 -0.488
C 0.117 0.095 -0.058
C 0.067 -0.094 0.170
N -0.006 0.019 -0.048
C -0.154 0.037 -0.070
N 0.053 -0.016 0.008
O -0.547 0.560 -0.367
N 0.710 -1.045 -0.599
O -0.127 0.318 0.193
O -0.212 0.194 0.416
C 0.022 -0.035 0.017
C -0.065 0.062 -0.020
C 0.029 -0.018 0.012
C -0.002 0.009 -0.025
O -0.058 -0.044 -0.092
Si 0.116 -0.008 0.000
S 0.011 0.102 -0.100
O 0.139 0.131 0.057
C -0.058 -0.004 -0.020
C -0.009 -0.004 0.012
C -0.026 -0.046 0.004
C 0.006 -0.008 0.020
O -0.176 -0.050 0.211
C 0.086 0.046 -0.046
C 0.000 -0.002 -0.030
C -0.011 -0.007 -0.002
C 0.008 -0.009 0.008
H 0.020 -0.004 0.003
H -0.006 -0.002 0.001
H -0.008 -0.028 0.001
H 0.014 -0.002 0.009
H 0.005 -0.008 -0.009
H -0.005 -0.006 0.007
H 0.000 0.016 0.016
H 0.021 -0.023 0.010
H 0.013 -0.005 0.006
H 0.005 0.043 -0.027
H 0.001 -0.012 0.006
H -0.009 0.002 -0.012
H 0.005 -0.005 0.011
H -0.011 0.030 -0.003
H -0.010 -0.019 0.004
H 0.005 -0.001 -0.001
H -0.005 -0.008 -0.002
H 0.005 0.000 -0.001
H -0.004 -0.009 -0.002
H -0.012 -0.003 0.007
H -0.008 0.011 -0.012
H 0.006 0.012 -0.002
H -0.003 0.008 -0.009
H 0.013 -0.006 0.001
H -0.010 -0.007 -0.001
H 0.004 -0.006 0.003
H 0.002 0.000 -0.010
O 0.001 -0.039 -0.059
Cl -0.175 0.496 -0.116
O 0.422 -0.017 -0.073
O -0.155 -0.282 -0.204
O -0.145 -0.069 0.337
C 0.066 -0.003 -0.019
C 0.007 -0.111 0.092
C -0.023 0.006 -0.022
C 0.026 -0.042 -0.036
Sb 0.044 0.032 -0.022
C 0.098 -0.042 0.097
C -0.036 -0.015 -0.007
C -0.011 0.031 -0.074
C -0.050 0.023 -0.009
C -0.014 -0.005 -0.096
C 0.079 0.033 0.017
C 0.025 0.012 -0.003
C -0.022 -0.024 0.025
H -0.007 -0.014 0.015
H -0.120 0.088 0.022
H -0.027 0.023 -0.023
H -0.011 -0.016 -0.005
H 0.004 0.033 0.031
H 0.023 -0.013 -0.007
H -0.009 0.006 0.015
H -0.008 0.029 -0.077
H 0.035 0.062 0.065
H -0.013 0.009 -0.030
H 0.032 -0.024 -0.012
H 0.008 0.011 0.009
H 0.001 0.009 -0.022
H -0.013 0.020 0.015
H -0.058 -0.041 0.034
H 0.023 -0.003 -0.012
H -0.026 -0.018 0.011
H 0.001 0.019 0.001
H 0.002 -0.007 -0.009
H -0.086 0.060 -0.014
H -0.017 0.021 -0.027
H -0.049 -0.034 0.013
H -0.010 0.004 -0.012
H 0.005 0.023 0.016
H 0.023 -0.014 0.002
H -0.010 0.029 0.022
H -0.004 0.000 -0.012

Summary:
* LUMO: 0.279 eV
* highest occupied orbital energy: -5.5 eV
* maximum force: 1.40 eV/Å
* net charge: -1
* relative energy (zero: lowest compared OMol25 entry of this formula, charge and spin): 0.0 kcal per mole
* Kohn-Sham gap: 5.7846 eV
* multiplicity: 1

***

# C4H10O3

A 2-piece molecular cluster, C4H10O3 overall at a distorted geometry (ωB97M-V with the def2-TZVPD basis set, the OMol25 dataset).

Last column: Löwdin charge in e.
Geometry (Å):
C  0.3209  -0.4640  -0.0086  -0.421
C  -0.3651  0.3156  -0.9730  -0.081
C  1.0703  1.4986  -0.8311  -0.009
C  0.2027  -0.2405  1.4654  -0.007
O  -1.4673  -1.4499  -0.5044  -0.299
O  -2.4351  -0.8604  0.4352  -0.171
O  1.3204  -1.2613  -0.4422  0.103
H  -3.2108  -1.4081  0.2538  0.067
H  1.7307  -1.7136  0.3071  0.132
H  -1.1981  0.9084  -0.6245  0.113
H  -0.3049  0.0139  -2.0101  0.122
H  -0.3601  -1.0861  1.8712  0.102
H  1.1820  -0.1761  1.9476  0.098
H  1.3280  1.8589  0.1631  0.050
H  1.9348  1.0950  -1.3526  0.052
H  0.6313  2.3203  -1.3940  0.047
H  -0.3798  0.6493  1.6972  0.101

Forces on the atoms, in the same order (eV/Å):
C -1.258 -2.090 -0.268
C 4.086 3.082 0.335
C -1.799 -0.070 -1.138
C -0.293 -0.207 0.005
O -0.087 -0.547 1.118
O 0.282 -0.325 -0.335
O -0.959 0.612 0.306
H 0.200 0.076 0.047
H -0.094 0.039 -0.040
H -0.111 -0.355 -0.054
H -0.191 -0.124 0.187
H 0.102 0.037 -0.018
H -0.036 -0.005 -0.132
H -0.174 -0.268 0.077
H -0.108 -0.057 0.066
H 0.349 0.220 -0.012
H 0.089 -0.018 -0.145

Summary:
* LUMO: 0.576 eV
* highest occupied orbital energy: -7.6 eV
* maximum force: 5.13 eV/Å
* relative energy (zero: lowest compared OMol25 entry of this formula, charge and spin): 155.1 kcal per mole
* Kohn-Sham gap: 8.2240 eV
* multiplicity: 1